[1]
Here is an isolated molecule of C5H10O from the OMol25 dataset. Energies are from ωB97M-V/def2-TZVPD.

Calculated values
HOMO energy (eV): -9.766

The geometry in ORCA input format:
```
! wB97M-V def2-TZVPD RIJCOSX def2/J DEFGRID3
* xyz 0 1
C -2.02 0.48 0.03
C -0.90 -0.49 -0.35
C 0.37 -0.40 0.51
C 1.60 -1.03 -0.09
C 1.53 0.47 0.07
O 1.29 1.31 -1.03
H -1.69 1.52 -0.10
H -2.32 0.35 1.07
H -2.91 0.34 -0.59
H -1.29 -1.51 -0.25
H -0.66 -0.38 -1.41
H 0.17 -0.52 1.58
H 2.26 -1.55 0.60
H 1.56 -1.43 -1.10
H 2.29 0.87 0.75
H 0.72 1.98 -0.62
*
```

[2]
Here is an isolated molecule of C5H10O at a distorted geometry from the OMol25 dataset. Energies are from ωB97M-V/def2-TZVPD.

Calculated values
HOMO energy (eV): -10.274

The geometry in ORCA input format:
```
! wB97M-V def2-TZVPD RIJCOSX def2/J DEFGRID3
* xyz 0 1
C 0.30 1.06 1.18
C -0.45 0.04 0.31
C 0.33 -1.34 0.17
C -0.04 -1.33 -1.37
C -0.31 0.15 -1.20
H -0.17 2.91 1.83
H 0.42 0.66 2.23
H 1.32 1.19 0.77
H -1.45 -0.04 0.69
H 0.01 -2.19 0.73
H 1.39 -1.27 0.38
H 0.61 -1.68 -2.18
H -1.00 -1.88 -1.41
H -1.10 0.61 -1.78
H 0.55 0.79 -1.42
O -0.44 2.31 1.08
*
```

[3]
Here is an isolated molecule of C5H10O from the OMol25 dataset. Energies are from ωB97M-V/def2-TZVPD.

Calculated values
HOMO energy (eV): -8.267

The geometry in ORCA input format:
```
! wB97M-V def2-TZVPD RIJCOSX def2/J DEFGRID3
* xyz 0 1
C -0.07 2.14 -0.17
C -0.57 1.14 0.79
C 0.93 -1.12 0.62
O 1.94 -1.93 0.05
C -0.19 -0.87 -0.39
C -1.33 0.07 0.10
H -0.18 1.92 -1.25
H -0.71 2.99 0.08
H 0.95 2.48 0.04
H 0.53 -1.55 1.55
H 1.42 -0.18 0.89
H 1.52 -2.72 -0.31
H -0.64 -1.83 -0.67
H 0.26 -0.44 -1.29
H -1.87 0.39 -0.80
H -2.01 -0.48 0.76
*
```

[4]
Here is an isolated molecule of C5H10O at a distorted geometry from the OMol25 dataset. Energies are from ωB97M-V/def2-TZVPD.

Calculated values
HOMO energy (eV): -9.273

The geometry in ORCA input format:
```
! wB97M-V def2-TZVPD RIJCOSX def2/J DEFGRID3
* xyz 0 1
C 1.05 0.48 0.59
C 0.76 -0.98 0.81
C -0.88 -1.27 0.60
O -1.52 -0.74 -0.52
C -1.07 0.77 -1.18
C 0.36 1.17 -0.91
H 2.06 0.75 0.29
H 0.73 1.07 1.46
H 1.42 -1.62 0.19
H 0.80 -1.33 1.85
H -1.33 -0.90 1.55
H -0.87 -2.38 0.60
H -1.80 1.49 -0.79
H -1.31 0.41 -2.17
H 0.52 2.23 -0.65
H 1.03 0.88 -1.74
*
```

[5]
Here is an isolated molecule of C5H10O from the OMol25 dataset. Energies are from ωB97M-V/def2-TZVPD.

Calculated values
HOMO energy (eV): -9.536

The geometry in ORCA input format:
```
! wB97M-V def2-TZVPD RIJCOSX def2/J DEFGRID3
* xyz 0 1
C -0.17 1.71 -0.58
C 0.76 0.53 -0.58
C 0.74 -0.58 0.45
C -0.25 -0.63 1.58
C 0.21 -0.82 -0.95
O -1.19 -0.86 -1.07
H -1.20 1.37 -0.42
H -0.14 2.19 -1.57
H 0.08 2.46 0.17
H 1.77 0.76 -0.92
H 1.73 -0.96 0.70
H -0.37 -1.67 1.93
H 0.05 -0.02 2.44
H -1.23 -0.28 1.24
H 0.69 -1.47 -1.68
H -1.48 -1.72 -0.74
*
```

[6]
Here is a 2-piece molecular cluster, C5H10O overall from the OMol25 dataset. Energies are from ωB97M-V/def2-TZVPD.

Calculated values
HOMO energy (eV): -8.701

The geometry in ORCA input format:
```
! wB97M-V def2-TZVPD RIJCOSX def2/J DEFGRID3
* xyz 0 1
C -0.82 -1.59 1.41
C 0.24 -1.29 0.39
C -0.09 -0.41 -0.79
C 0.85 2.98 -1.35
O -0.36 2.92 -0.84
C 0.82 0.09 0.31
H -1.46 -2.42 1.09
H -1.46 -0.72 1.58
H -0.37 -1.87 2.37
H 0.92 -2.10 0.17
H -1.11 -0.03 -0.84
H 0.34 -0.64 -1.75
H 1.01 1.99 -1.87
H -0.82 2.07 -0.99
H 1.87 0.20 0.08
H 0.44 0.83 1.00
*
```

[7]
Here is an isolated molecule of C5H10O at a distorted geometry from the OMol25 dataset. Energies are from ωB97M-V/def2-TZVPD.

Calculated values
HOMO energy (eV): -7.982

The geometry in ORCA input format:
```
! wB97M-V def2-TZVPD RIJCOSX def2/J DEFGRID3
* xyz 0 1
C 2.01 -0.31 -0.42
C 0.74 -0.54 0.40
C -0.57 -0.12 -0.30
C -1.82 -0.54 0.45
C -0.52 1.30 -0.72
O -0.87 2.20 0.17
H 2.14 0.74 -0.67
H 2.90 -0.65 0.12
H 1.97 -0.88 -1.36
H 0.64 -1.60 0.65
H 0.82 -0.01 1.36
H -0.56 -0.57 -1.30
H -1.82 -0.15 1.47
H -2.72 -0.17 -0.05
H -1.87 -1.63 0.49
H -0.46 2.95 -0.30
*
```

[8]
Here is an isolated molecule of C5H10O from the OMol25 dataset. Energies are from ωB97M-V/def2-TZVPD.

Calculated values
HOMO energy (eV): -10.172

The geometry in ORCA input format:
```
! wB97M-V def2-TZVPD RIJCOSX def2/J DEFGRID3
* xyz 0 1
O -1.90 0.07 0.77
C -1.06 0.19 -0.37
C -0.20 -1.07 -0.56
C 0.95 -0.87 0.43
C 1.29 0.62 0.28
C -0.05 1.31 -0.07
H -2.54 -0.63 0.60
H -1.67 0.41 -1.26
H -0.78 -1.99 -0.40
H 0.18 -1.10 -1.59
H 1.81 -1.52 0.24
H 0.59 -1.08 1.45
H 1.76 1.03 1.18
H 2.01 0.75 -0.54
H -0.44 1.90 0.76
H 0.06 1.98 -0.93
*
```

[9]
Here is C5H10O as an isolated structure from the OMol25 dataset. Energies are from ωB97M-V/def2-TZVPD.

Calculated values
HOMO energy (eV): -8.324

The geometry in ORCA input format:
```
! wB97M-V def2-TZVPD RIJCOSX def2/J DEFGRID3
* xyz 0 1
C 1.86 0.04 -0.62
C 0.85 0.15 0.52
C -0.39 1.04 0.32
C -1.28 -0.03 0.62
O -1.85 -0.18 -1.20
C -0.16 -1.04 0.70
H 2.37 1.00 -0.78
H 1.35 -0.23 -1.55
H 2.62 -0.71 -0.40
H 1.37 0.35 1.46
H -0.99 0.68 -0.92
H -0.51 2.10 0.55
H -2.26 -0.08 1.09
H -2.71 0.25 -1.36
H -0.10 -1.56 1.67
H -0.17 -1.78 -0.10
*
```

[10]
Here is an isolated molecule of C5H10O from the OMol25 dataset. Energies are from ωB97M-V/def2-TZVPD.

Calculated values
HOMO energy (eV): -10.111

The geometry in ORCA input format:
```
! wB97M-V def2-TZVPD RIJCOSX def2/J DEFGRID3
* xyz 0 1
C -0.95 -0.77 1.42
C -1.05 -0.44 -0.07
C 0.22 0.19 -0.62
C 0.50 1.62 -0.22
C 1.34 -0.68 -0.98
O 0.50 -0.12 -1.98
H -0.65 0.11 2.01
H -0.21 -1.56 1.60
H -1.91 -1.12 1.81
H -1.89 0.24 -0.25
H -1.25 -1.35 -0.65
H -0.44 2.19 -0.13
H 1.02 1.69 0.74
H 1.12 2.10 -0.98
H 1.26 -1.76 -0.85
H 2.36 -0.29 -0.94
*
```

[11]
Here is a 2-piece molecular cluster, C5H10O overall from the OMol25 dataset. Energies are from ωB97M-V/def2-TZVPD.

Calculated values
HOMO energy (eV): -8.455

The geometry in ORCA input format:
```
! wB97M-V def2-TZVPD RIJCOSX def2/J DEFGRID3
* xyz 0 1
C -0.06 -0.44 2.00
C -0.46 -0.66 0.53
C -0.16 0.63 -0.15
C -1.34 1.25 -0.74
C 2.00 -0.33 -1.58
O 1.34 -1.12 -2.23
H -0.69 0.33 2.47
H 0.98 -0.11 2.07
H -0.18 -1.37 2.57
H -1.51 -1.00 0.47
H 0.18 -1.44 0.10
H -2.34 0.93 -0.40
H -1.29 2.33 -0.91
H -1.15 0.79 -1.73
H 2.35 -0.57 -0.56
H 2.32 0.64 -1.98
*
```

[12]
Here is an isolated molecule of C5H10O at a distorted geometry from the OMol25 dataset. Energies are from ωB97M-V/def2-TZVPD.

Calculated values
HOMO energy (eV): -9.545

The geometry in ORCA input format:
```
! wB97M-V def2-TZVPD RIJCOSX def2/J DEFGRID3
* xyz 0 1
C -1.90 -0.06 -0.19
C -0.56 0.45 0.60
C 0.70 -0.42 0.29
C 1.53 0.14 -0.83
C 1.59 -0.40 -2.07
H -2.78 0.72 -0.07
H -1.57 -0.30 -1.35
H -2.18 -1.09 0.28
H -0.40 1.48 0.29
H -1.16 -0.48 2.23
H 0.41 -1.49 0.12
H 1.26 -0.22 1.23
H 2.03 1.14 -0.55
H 1.11 -1.43 -2.41
H 2.12 0.16 -2.83
O -0.87 0.40 2.03
*
```

[13]
Here is C5H10O as an isolated structure from the OMol25 dataset. Energies are from ωB97M-V/def2-TZVPD.

Calculated values
HOMO energy (eV): -7.140

The geometry in ORCA input format:
```
! wB97M-V def2-TZVPD RIJCOSX def2/J DEFGRID3
* xyz 0 1
C 0.10 2.08 1.10
O 0.27 1.49 -0.18
C -0.01 0.20 -0.25
C 0.12 -0.91 0.64
C 0.36 -1.88 -0.51
C 0.20 -0.66 -1.47
H 0.68 1.55 1.86
H -0.97 2.04 1.35
H 0.43 3.12 1.02
H -1.78 0.43 -0.26
H 0.28 -0.97 1.71
H -1.14 -0.42 0.34
H -0.40 -2.66 -0.63
H 1.35 -2.36 -0.56
H 1.13 -0.37 -1.97
H -0.62 -0.69 -2.19
*
```

[14]
Here is a 2-piece molecular cluster, C5H10O overall from the OMol25 dataset. Energies are from ωB97M-V/def2-TZVPD.

Calculated values
HOMO energy (eV): -9.445

The geometry in ORCA input format:
```
! wB97M-V def2-TZVPD RIJCOSX def2/J DEFGRID3
* xyz 0 1
O -1.77 0.21 1.27
C -0.40 0.10 1.02
C 0.02 -0.87 -0.05
C 0.01 0.64 -0.32
C 1.51 0.60 -0.57
C 1.55 -0.87 -0.08
H -2.01 -0.47 1.91
H -2.83 0.63 -0.72
H 0.23 0.23 1.90
H -0.65 -1.63 -0.44
H -0.70 1.24 -0.88
H -2.84 0.77 -1.45
H 1.70 0.64 -1.65
H 2.16 1.34 -0.09
H 2.00 -0.99 0.91
H 2.02 -1.57 -0.77
*
```

[15]
Here is an isolated molecule of C5H10O from the OMol25 dataset. Energies are from ωB97M-V/def2-TZVPD.

Calculated values
HOMO energy (eV): -10.096

The geometry in ORCA input format:
```
! wB97M-V def2-TZVPD RIJCOSX def2/J DEFGRID3
* xyz 0 1
C 1.72 0.60 0.67
C 0.94 0.19 -0.58
C -0.53 -0.15 -0.34
C -0.85 -1.58 0.01
C -1.47 0.90 0.05
O -1.43 0.43 -1.29
H 1.71 -0.19 1.44
H 1.30 1.51 1.12
H 2.76 0.80 0.42
H 1.42 -0.67 -1.05
H 0.96 1.01 -1.31
H -1.93 -1.72 0.07
H -0.47 -2.27 -0.74
H -0.41 -1.86 0.97
H -1.13 1.92 0.21
H -2.37 0.63 0.61
*
```

[16]
Here is an isolated molecule of C5H10O from the OMol25 dataset. Energies are from ωB97M-V/def2-TZVPD.

Calculated values
HOMO energy (eV): -8.468

The geometry in ORCA input format:
```
! wB97M-V def2-TZVPD RIJCOSX def2/J DEFGRID3
* xyz 0 1
C -2.02 -0.07 1.95
O -0.76 -0.51 1.51
C -0.22 0.34 0.54
C 1.20 0.09 0.26
C 1.52 0.49 -1.13
C 1.22 -0.90 -1.74
H -2.74 0.02 1.11
H -2.40 -0.82 2.65
H -1.96 0.90 2.45
H -0.91 0.45 -0.32
H -0.07 1.38 0.94
H 1.44 -1.70 -1.03
H 2.57 0.76 -1.28
H 0.88 1.24 -1.61
H 0.17 -1.00 -2.03
H 1.84 -1.08 -2.62
*
```

[17]
Here is an isolated molecule of C5H10O at a distorted geometry from the OMol25 dataset. Energies are from ωB97M-V/def2-TZVPD.

Calculated values
HOMO energy (eV): -9.811

The geometry in ORCA input format:
```
! wB97M-V def2-TZVPD RIJCOSX def2/J DEFGRID3
* xyz 0 1
C 2.11 0.05 -0.16
C 0.92 -0.80 -0.03
C -0.45 -0.14 0.09
C -0.65 1.28 0.29
C -1.73 -0.85 -0.26
H 1.86 1.12 0.17
H 2.94 -0.39 0.45
H 2.35 0.03 -1.28
H 1.10 -1.74 -0.62
H -1.54 1.39 0.92
H -0.83 1.90 -0.67
H 0.11 1.83 0.79
H -2.37 -0.01 -0.99
H -2.34 -0.82 0.73
H -1.74 -1.97 -0.58
O 0.27 -0.87 1.16
*
```

[18]
Here is C5H10O as an isolated structure at a distorted geometry from the OMol25 dataset. Energies are from ωB97M-V/def2-TZVPD.

Calculated values
HOMO energy (eV): -9.658

The geometry in ORCA input format:
```
! wB97M-V def2-TZVPD RIJCOSX def2/J DEFGRID3
* xyz 0 1
C -1.52 -1.76 0.56
C -0.47 0.61 -0.27
C 0.73 -0.06 0.30
O 0.85 -0.45 1.44
C 1.78 0.59 -0.54
C 0.74 1.73 -0.42
H -2.56 -1.38 0.48
H -1.59 -2.70 1.10
H -1.29 -2.05 -0.49
H -1.32 0.76 0.40
H -0.80 0.34 -1.28
H -0.69 -1.18 1.18
H 2.74 0.65 -0.03
H 1.89 0.23 -1.57
H 0.97 2.37 0.45
H 0.54 2.31 -1.31
*
```

[19]
Here is an isolated molecule of C5H10O from the OMol25 dataset. Energies are from ωB97M-V/def2-TZVPD.

Calculated values
HOMO energy (eV): -7.583

The geometry in ORCA input format:
```
! wB97M-V def2-TZVPD RIJCOSX def2/J DEFGRID3
* xyz 0 1
C -0.28 -1.21 -2.18
C -0.59 -0.23 -1.07
O 0.63 0.17 -0.42
C 0.58 1.14 0.94
C -0.34 0.67 2.00
C 1.11 0.26 1.90
H -1.20 -1.50 -2.70
H 0.19 -2.12 -1.79
H 0.40 -0.76 -2.91
H -1.04 0.69 -1.45
H -1.27 -0.67 -0.33
H 0.76 2.14 0.55
H -0.69 1.45 2.69
H -1.12 -0.07 1.80
H 1.88 0.53 2.63
H 1.00 -0.50 0.33
*
```

[20]
Here is an isolated ion of composition C5H10O2 and charge -1 at a distorted geometry from the OMol25 dataset. Energies are from ωB97M-V/def2-TZVPD.

Calculated values
HOMO energy (spin up / spin down) (eV): 0.330 / -3.324

The geometry in ORCA input format:
```
! wB97M-V def2-TZVPD RIJCOSX def2/J DEFGRID3
* xyz -1 2
C 1.28 -0.14 1.17
O 0.80 -0.44 2.58
C 0.83 -1.32 0.31
C -0.59 -1.11 -0.30
C -1.03 0.31 -0.44
C -0.39 1.07 -1.58
O -1.04 1.94 -2.26
H 2.28 0.06 1.59
H 0.94 0.75 0.64
H -0.07 -0.71 2.38
H 1.04 -2.16 0.97
H 1.54 -1.54 -0.52
H -1.31 -1.46 0.48
H -0.78 -1.59 -1.23
H -0.88 0.86 0.43
H -2.04 0.33 -0.46
H 0.67 0.65 -1.80
*
```

Number 1: electronic energy -271.7045 Ha. Number 2: electronic energy -271.7023 Ha. Number 3: electronic energy -271.6054 Ha. Number 4: electronic energy -271.6571 Ha. Number 5: electronic energy -271.7094 Ha. Number 6: electronic energy -271.5978 Ha. Number 7: electronic energy -271.6447 Ha. Number 8: electronic energy -271.7483 Ha. Number 9: electronic energy -271.6047 Ha. Number 10: electronic energy -271.7120 Ha. Number 11: electronic energy -271.5872 Ha. Number 12: electronic energy -271.6784 Ha. Number 13: electronic energy -271.5246 Ha. Number 14: electronic energy -271.6404 Ha. Number 15: electronic energy -271.7118 Ha. Number 16: electronic energy -271.5932 Ha. Number 17: electronic energy -271.6661 Ha. Number 18: electronic energy -271.6622 Ha. Number 19: electronic energy -271.5696 Ha. Number 20: electronic energy -346.8827 Ha.